Here is a cluster of 5 separate species, C2H12O4 in total from the OMol25 dataset. Energies are from wB97M-V/def2-TZVPD.

Each line ends with the Löwdin charge.
Atoms and positions in Å:
C  1.936  -0.256  -4.708  -0.084
O  -0.763  0.904  -0.105  -0.052
H  -3.624  1.530  1.013  0.019
H  1.992  0.598  -5.372  0.042
O  1.527  0.221  2.698  -0.058
H  1.873  0.905  3.293  0.056
H  -3.826  1.718  -0.491  0.034
H  2.805  -0.388  -4.077  0.046
H  0.962  0.719  2.087  0.029
O  1.317  -1.991  4.640  -0.079
O  -4.294  1.739  0.355  -0.058
H  0.816  -1.903  -4.069  0.040
C  0.886  -1.044  -4.725  -0.090
H  -1.359  0.387  0.446  0.034
H  0.013  -1.057  -5.371  0.047
H  -0.856  1.860  -0.070  0.040
H  1.462  -2.508  3.838  0.031
H  0.957  -1.156  4.294  0.003

Forces on atoms 1 to 6 (eV/Å):
0.113 0.779 -0.607
0.749 -0.467 -0.421
-0.068 0.024 0.018
0.021 0.027 -0.094
-0.232 0.660 0.113
0.007 -0.334 -0.196

Calculated values
HOMO level = -0.37774 hartree
calculated total energy = -10457.35129 eV
structure (SMILES) = C=C.O.O.O.O
orbital gap = 0.379 hartree
LUMO level = 0.02 eV
ΔE to the lowest compared entry with this formula, charge and spin = 1.643 eV



Here is a cluster of 5 separate species, C2H12O5 in total from the OMol25 dataset. Energies are from wB97M-V/def2-TZVPD.

Each line ends with the Löwdin charge.
Atoms and positions in Å:
O  1.201  2.404  0.375  -0.057
O  -1.138  1.576  -1.939  -0.080
H  0.363  1.913  0.252  0.036
C  0.512  -2.263  0.554  -0.295
H  -3.648  0.839  0.496  0.058
H  -1.630  1.541  -1.083  -0.003
H  -2.304  0.206  0.781  0.041
H  0.657  -3.037  -0.211  0.118
O  -2.701  1.021  0.442  -0.051
C  0.744  -2.621  1.824  0.016
H  1.628  -3.197  2.070  0.051
H  0.867  2.819  1.189  0.060
H  0.139  -2.285  2.651  0.048
O  -0.244  -1.270  -0.031  -0.061
H  2.065  0.750  -0.278  0.024
H  -1.794  1.984  -2.523  0.037
O  1.992  -0.026  -0.859  -0.057
H  2.455  -0.686  -0.319  0.052
H  0.317  -0.834  -0.709  0.065

Forces on atoms 1 to 6 (eV/Å):
-1.663 -0.275 0.952
-0.774 0.233 0.714
0.607 -0.158 -1.017
-0.553 -1.163 -1.245
0.096 0.210 -0.120
0.321 -0.194 -0.765

Calculated values
HOMO level = -0.33634 hartree
calculated total energy = -12504.63721 eV
structure (SMILES) = C=CO.O.O.O.O
orbital gap = 0.352 hartree
LUMO level = 0.42 eV
ΔE to the lowest compared entry with this formula, charge and spin = 1.545 eV



LUMO level of number 2 (C2H12O5)?
0.42 eV



Please write out number 2 again, unchanged.
Here is a cluster of 5 separate species, C2H12O5 in total from the OMol25 dataset. Energies are from wB97M-V/def2-TZVPD.

Each line ends with the Löwdin charge.
Atoms and positions in Å:
O  1.201  2.404  0.375  -0.057
O  -1.138  1.576  -1.939  -0.080
H  0.363  1.913  0.252  0.036
C  0.512  -2.263  0.554  -0.295
H  -3.648  0.839  0.496  0.058
H  -1.630  1.541  -1.083  -0.003
H  -2.304  0.206  0.781  0.041
H  0.657  -3.037  -0.211  0.118
O  -2.701  1.021  0.442  -0.051
C  0.744  -2.621  1.824  0.016
H  1.628  -3.197  2.070  0.051
H  0.867  2.819  1.189  0.060
H  0.139  -2.285  2.651  0.048
O  -0.244  -1.270  -0.031  -0.061
H  2.065  0.750  -0.278  0.024
H  -1.794  1.984  -2.523  0.037
O  1.992  -0.026  -0.859  -0.057
H  2.455  -0.686  -0.319  0.052
H  0.317  -0.834  -0.709  0.065

Forces on atoms 1 to 6 (eV/Å):
-1.663 -0.275 0.952
-0.774 0.233 0.714
0.607 -0.158 -1.017
-0.553 -1.163 -1.245
0.096 0.210 -0.120
0.321 -0.194 -0.765

Calculated values
HOMO level = -0.33634 hartree
calculated total energy = -12504.63721 eV
structure (SMILES) = C=CO.O.O.O.O
orbital gap = 0.352 hartree
LUMO level = 0.42 eV
ΔE to the lowest compared entry with this formula, charge and spin = 1.545 eV



What is the calculated total energy in the second record?
-12504.63721 eV